Record 1
Computed, not measured: a cluster of 3 separate species, C36H31N3O4P in total, with the ωB97M-V functional and the def2-TZVPD basis.

LUMO = -4.56 eV
Charge = +1
Orbital gap = 6.333 eV

Positions of all 75 atoms, in Å:
C 4.966 -0.946 -1.123
C 4.589 0.409 -0.520
P 4.888 1.875 -1.620
C 5.655 1.252 -3.157
C 6.256 2.691 -0.789
C 6.181 3.018 0.555
C 7.220 3.694 1.138
N 8.281 4.040 0.413
C 9.469 4.727 1.022
N 10.512 3.866 1.460
N 8.402 3.779 -0.873
C 7.427 3.132 -1.457
H 6.009 -0.955 -1.443
H 4.849 -1.715 -0.359
H 4.317 -1.206 -1.960
H 5.186 0.567 0.384
H 3.542 0.421 -0.217
H 6.643 0.814 -3.007
H 5.718 2.071 -3.877
H 5.000 0.479 -3.563
H 5.317 2.760 1.155
H 7.225 3.975 2.184
H 9.834 5.395 0.245
H 9.079 5.296 1.867
H 10.210 3.233 2.192
H 10.876 3.301 0.700
H 7.576 2.947 -2.514
C 0.199 0.299 -6.121
C 1.370 0.322 -5.370
C 1.411 -0.300 -4.135
C 0.285 -0.939 -3.635
C -0.893 -0.948 -4.381
C -0.929 -0.334 -5.627
C -2.131 -1.598 -3.858
O -3.152 -1.612 -4.509
C -2.064 -2.218 -2.504
C -3.209 -2.801 -1.976
C -3.171 -3.387 -0.723
C -1.989 -3.401 0.009
C -0.844 -2.824 -0.512
C -0.876 -2.227 -1.767
C 0.363 -1.599 -2.300
O 1.404 -1.624 -1.672
H 0.168 0.779 -7.090
H 2.247 0.826 -5.755
H 2.313 -0.297 -3.536
H -1.849 -0.358 -6.195
H -4.121 -2.786 -2.559
H -4.063 -3.839 -0.310
H -1.966 -3.861 0.988
H 0.084 -2.827 0.043
C -8.119 -1.631 7.043
C -7.750 -2.905 6.625
C -7.185 -3.091 5.375
C -6.993 -2.003 4.533
C -7.373 -0.724 4.948
C -7.931 -0.543 6.207
C -7.201 0.462 4.060
O -7.513 1.574 4.425
C -6.633 0.229 2.700
C -6.502 1.304 1.829
C -5.969 1.110 0.566
C -5.560 -0.158 0.167
C -5.695 -1.232 1.029
C -6.232 -1.045 2.296
C -6.372 -2.225 3.197
O -5.992 -3.324 2.850
H -8.557 -1.489 8.022
H -7.904 -3.754 7.278
H -6.890 -4.074 5.036
H -8.216 0.454 6.515
H -6.823 2.283 2.156
H -5.873 1.948 -0.112
H -5.141 -0.308 -0.820
H -5.389 -2.225 0.734



Record 2
Computed, not measured: a structure of composition C36H31N6O4Tl, with the ωB97M-V functional and the def2-TZVPD basis.

LUMO = 3.95 eV
Charge = -2
Orbital gap = 5.461 eV
Energy relative to the best compared isomer or geometry (same formula, charge and spin) = 0.00 kJ/mol

Positions of all 78 atoms, in Å:
Tl 0.066 0.209 1.231
O 1.896 3.300 -1.732
C 1.119 4.310 -2.142
C 1.662 5.260 -3.013
C 0.893 6.312 -3.476
C -0.434 6.436 -3.079
C -0.971 5.499 -2.209
C -0.221 4.434 -1.722
C -0.809 3.427 -0.766
O -0.066 2.409 -0.466
N -2.006 3.698 -0.349
N -2.622 2.761 0.471
C -2.253 2.678 1.691
C -2.924 1.803 2.652
C -4.266 1.464 2.507
C -4.927 0.664 3.425
C -4.207 0.203 4.537
C -2.881 0.520 4.712
C -2.146 1.303 3.758
O -0.899 1.511 3.861
H 1.268 2.725 -1.163
H 2.696 5.140 -3.315
H 1.330 7.036 -4.156
H -1.042 7.254 -3.445
H -1.998 5.572 -1.878
H -1.405 3.256 2.064
H -4.800 1.866 1.650
H -5.973 0.412 3.295
H -4.709 -0.415 5.278
H -2.326 0.148 5.567
N 9.571 -5.496 0.014
C 8.591 -4.897 0.088
C 7.366 -4.152 0.182
C 6.589 -4.230 1.337
C 5.408 -3.516 1.418
C 4.989 -2.710 0.362
C 5.773 -2.637 -0.786
C 6.953 -3.353 -0.884
C 3.714 -1.941 0.459
C 3.855 -0.576 0.707
C 5.099 0.120 0.880
C 4.781 1.438 1.080
C 3.356 1.501 1.026
N 2.808 0.326 0.812
C 2.549 -2.695 0.283
C 2.496 -4.094 -0.021
C 1.165 -4.416 -0.121
C 0.455 -3.204 0.126
N 1.264 -2.190 0.358
H 6.920 -4.847 2.162
H 4.790 -3.577 2.304
H 5.444 -2.010 -1.604
H 7.558 -3.301 -1.779
H 6.085 -0.321 0.859
H 5.457 2.264 1.242
H 2.740 2.385 1.133
H 3.343 -4.752 -0.151
H 0.733 -5.382 -0.339
H -0.617 -3.062 0.154
O -2.400 -1.541 0.690
C -3.401 -1.223 0.057
C -4.505 -2.241 -0.186
C -4.652 -2.684 -1.646
C -5.405 -1.687 -2.524
C -4.768 -0.302 -2.594
C -4.712 0.421 -1.246
N -3.589 0.015 -0.436
H -5.454 -1.827 0.169
H -4.253 -3.091 0.445
H -5.191 -3.636 -1.665
H -3.659 -2.877 -2.066
H -6.429 -1.587 -2.142
H -5.489 -2.096 -3.537
H -5.324 0.313 -3.307
H -3.744 -0.389 -2.968
H -5.664 0.285 -0.713
H -4.590 1.492 -1.404
H -3.057 0.788 -0.017



Record 3
Computed, not measured: a cluster of 2 separate species, C36H32Br2O3P in total in a non-equilibrium geometry, with the ωB97M-V functional and the def2-TZVPD basis.

LUMO = -5.41 eV
Charge = +1
Orbital gap = 4.421 eV

Positions of all 74 atoms, in Å:
Br 5.592 -3.026 -3.612
C 4.803 -1.597 -2.658
C 4.766 -0.311 -3.222
C 4.283 0.762 -2.474
C 3.848 0.599 -1.128
C 3.430 1.723 -0.317
C 2.576 1.594 0.788
C 1.943 2.630 1.475
C 1.240 2.517 2.728
C 0.564 3.642 3.287
C -0.059 3.579 4.528
C -0.062 2.376 5.252
Br -0.896 2.295 6.948
C 0.555 1.238 4.709
C 1.190 1.303 3.469
C 3.805 -0.731 -0.627
C 4.295 -1.806 -1.370
H 5.102 -0.165 -4.243
H 4.189 1.743 -2.941
H 3.660 2.735 -0.690
H 2.341 0.580 1.115
H 1.915 3.611 0.997
H 0.563 4.580 2.731
H -0.537 4.458 4.951
H 0.540 0.311 5.274
H 1.684 0.417 3.072
H 3.356 -0.933 0.343
H 4.274 -2.812 -0.960
C 9.383 5.350 -5.443
O 9.843 4.548 -4.336
C 8.968 4.142 -3.370
C 9.515 3.393 -2.299
C 8.707 3.016 -1.239
C 7.350 3.379 -1.194
P 6.239 3.106 0.259
C 7.370 2.156 1.368
C 8.170 2.742 2.364
C 9.111 2.000 3.057
C 9.268 0.621 2.771
O 10.268 -0.023 3.440
C 10.534 -1.418 3.187
C 8.405 -0.006 1.834
C 7.461 0.762 1.164
C 6.300 4.771 1.060
C 5.482 4.974 2.192
C 5.585 6.125 2.964
C 6.501 7.136 2.575
O 6.727 8.278 3.288
C 6.052 8.503 4.542
C 7.244 6.988 1.377
C 7.134 5.822 0.639
C 6.794 4.033 -2.313
C 7.579 4.428 -3.389
H 10.269 5.488 -6.067
H 8.603 4.833 -6.017
H 9.014 6.329 -5.103
H 10.574 3.143 -2.317
H 9.156 2.457 -0.423
H 8.082 3.800 2.590
H 9.749 2.461 3.809
H 11.342 -1.672 3.877
H 9.655 -2.041 3.402
H 10.867 -1.581 2.152
H 8.497 -1.078 1.636
H 6.796 0.278 0.450
H 4.773 4.200 2.486
H 4.981 6.248 3.868
H 6.384 9.494 4.859
H 4.961 8.501 4.419
H 6.347 7.757 5.295
H 7.910 7.790 1.065
H 7.730 5.724 -0.263
H 5.731 4.264 -2.326
H 7.139 4.968 -4.234